# 1
This record from the Open Molecules 2025 dataset describes 6 unconnected molecules or ions with the total composition C37H81O10P2. The level of theory is wB97M-V/def2-TZVPD.

## Properties
ΔE to the lowest compared entry with this formula, charge and spin: 0.0 kJ/mol
Gap between HOMO and LUMO: 5.135 eV
HOMO energy: -2.939 eV
E_tot: -78733.70249 eV
Net charge: -1

Cartesian coordinates (Å):
C 4.651 4.168 1.386
C 4.729 2.836 0.611
C 3.488 2.567 -0.227
C 3.604 1.328 -1.111
C 3.641 0.036 -0.287
C 3.341 -1.205 -1.130
C 3.028 -2.473 -0.324
C 2.087 -2.223 0.864
C 2.811 -2.074 2.206
C 1.926 -1.428 3.290
C 2.517 -0.129 3.870
C 1.458 0.881 4.354
C 1.645 2.282 3.746
C 0.351 3.107 3.597
C 0.155 3.697 2.176
C -1.211 3.418 1.526
P -1.126 2.167 0.047
C -0.648 0.711 1.250
C -1.245 -0.681 0.958
C -1.850 -1.358 2.228
C -2.964 -2.302 1.870
O -4.142 -2.123 2.027
O -2.547 -3.482 1.322
C -0.771 1.054 -1.508
O -1.862 0.387 -2.193
C -1.441 -0.562 -3.062
C -1.353 -0.266 -4.421
C -0.922 -1.228 -5.318
C -0.565 -2.485 -4.854
C -0.672 -2.802 -3.507
C -1.115 -1.841 -2.615
P -3.367 1.582 0.225
O -3.652 1.167 1.849
O -4.324 2.893 -0.125
H 5.617 4.662 1.402
H 4.336 3.970 2.410
H 3.902 4.808 0.919
H 4.904 2.030 1.327
H 5.603 2.858 -0.048
H 3.305 3.447 -0.849
H 2.619 2.434 0.421
H 4.531 1.406 -1.688
H 2.762 1.294 -1.804
H 2.897 0.152 0.503
H 4.640 -0.055 0.147
H 2.514 -0.977 -1.806
H 4.222 -1.403 -1.746
H 2.566 -3.208 -0.983
H 3.963 -2.901 0.050
H 1.385 -3.059 0.951
H 1.485 -1.332 0.682
H 3.140 -3.068 2.516
H 3.709 -1.475 2.044
H 1.818 -2.141 4.110
H 0.933 -1.233 2.886
H 3.167 -0.410 4.701
H 3.161 0.328 3.116
H 0.453 0.505 4.162
H 1.550 0.976 5.439
H 2.352 2.824 4.379
H 2.126 2.176 2.772
H 0.347 3.923 4.321
H -0.508 2.481 3.846
H 0.300 4.778 2.248
H 0.961 3.320 1.543
H -1.612 4.348 1.117
H -1.907 3.081 2.300
H -1.521 3.234 -0.897
H 0.291 2.526 -0.167
H -0.912 0.995 2.267
H 0.448 0.663 1.222
H -0.441 -1.345 0.628
H -2.003 -0.656 0.175
H -2.236 -0.619 2.919
H -1.075 -1.962 2.704
H -1.711 -3.330 0.864
H -0.362 1.783 -2.219
H 0.019 0.323 -1.291
H -1.616 0.730 -4.751
H -0.857 -1.002 -6.372
H -0.205 -3.247 -5.537
H -0.402 -3.783 -3.141
H -1.209 -2.086 -1.566
H -4.139 1.891 2.269
H -5.224 2.547 -0.126
C -5.497 -2.563 6.059
C -5.239 -3.954 5.505
O -5.559 -4.058 4.125
H -6.542 -2.287 5.916
H -5.263 -2.514 7.124
H -4.887 -1.822 5.538
H -5.860 -4.689 6.016
H -4.190 -4.232 5.664
H -5.007 -3.424 3.650
C 7.391 6.677 -1.995
C 6.702 6.998 -0.681
O 7.279 6.297 0.415
H 7.349 5.606 -2.191
H 6.918 7.204 -2.824
H 8.444 6.968 -1.961
H 5.658 6.692 -0.712
H 6.736 8.077 -0.490
H 8.204 6.553 0.483
C -7.907 -0.840 2.471
C -7.385 -0.231 1.182
O -6.191 0.505 1.374
H -8.087 -0.059 3.212
H -8.838 -1.387 2.303
H -7.177 -1.535 2.883
H -8.114 0.470 0.771
H -7.216 -1.021 0.441
H -5.492 -0.076 1.710
C -5.510 -3.729 -5.629
C -4.238 -2.912 -5.755
O -4.138 -2.284 -7.035
H -5.548 -4.492 -6.409
H -5.566 -4.218 -4.655
H -6.392 -3.094 -5.743
H -3.363 -3.552 -5.658
H -4.181 -2.149 -4.973
H -4.892 -1.695 -7.129
C 3.808 -3.847 -6.431
C 3.621 -4.423 -5.038
O 3.097 -3.469 -4.128
H 4.470 -2.982 -6.395
H 4.233 -4.588 -7.110
H 2.851 -3.516 -6.841
H 4.578 -4.740 -4.624
H 2.963 -5.300 -5.081
H 2.233 -3.186 -4.451

# 2
This record from the Open Molecules 2025 dataset describes C18H22N4O4S in the gas phase. The level of theory is wB97M-V/def2-TZVPD.

## Properties
SMILES: CCOC(=O)N1CCN(C(=O)CSc2nnc(Cc3ccccc3)o2)CC1
ΔE to the lowest compared entry with this formula, charge and spin: 163.6 kJ/mol
Gap between HOMO and LUMO: 9.516 eV
HOMO energy: -8.847 eV
E_tot: -44009.04053 eV
Net charge: 0

Cartesian coordinates (Å):
C 0.213 -0.376 6.019
C 1.521 -1.073 5.676
H 1.347 -2.107 5.365
H 2.212 -1.060 6.525
O 2.170 -0.380 4.608
C 2.329 -1.043 3.454
O 2.062 -2.211 3.285
N 2.908 -0.253 2.495
C 2.758 1.186 2.569
H 3.502 1.626 1.900
H 2.954 1.520 3.586
C 1.319 1.562 2.132
N 0.768 0.457 1.365
C -0.211 -0.278 1.948
O -0.830 0.129 2.912
C -0.572 -1.625 1.341
H -0.803 -2.296 2.168
H 0.178 -2.067 0.697
S -2.125 -1.491 0.384
C -1.481 -1.420 -1.210
N -0.238 -1.468 -1.585
N -0.241 -1.405 -2.935
C -1.469 -1.327 -3.317
O -2.324 -1.330 -2.259
C -1.981 -1.179 -4.698
C -2.173 0.294 -4.986
C -3.438 0.828 -5.175
C -3.594 2.182 -5.422
C -2.487 3.010 -5.474
C -1.222 2.482 -5.277
C -1.064 1.130 -5.033
H -0.082 0.712 -4.871
H -0.355 3.126 -5.314
H -2.610 4.066 -5.665
H -4.583 2.588 -5.572
H -4.306 0.185 -5.132
H -1.244 -1.604 -5.380
H -2.928 -1.712 -4.791
C 1.717 -0.024 0.382
H 1.242 -0.666 -0.359
C 2.865 -0.743 1.130
H 3.827 -0.548 0.649
H 2.700 -1.820 1.178
H 2.099 0.858 -0.140
H 0.673 1.712 2.998
H 1.318 2.468 1.519
H -0.416 -0.307 5.135
H 0.407 0.629 6.385
H -0.309 -0.939 6.787

# 3
This record from the Open Molecules 2025 dataset describes a molecular structure, C2HFMgO. The level of theory is wB97M-V/def2-TZVPD.

## Properties
ΔE to the lowest compared entry with this formula, charge and spin: 89.2 kJ/mol
Gap between HOMO and LUMO: 6.229 eV
HOMO energy: -19.580 eV
E_tot: -12275.06663 eV
Net charge: +2

Cartesian coordinates (Å):
H 1.019 1.036 0.714
C -0.051 0.177 0.175
C 1.269 -0.018 -0.124
O -1.118 0.324 -0.362
F 1.826 -1.166 0.128
Mg -2.946 -0.352 -0.531

# 4
This record from the Open Molecules 2025 dataset describes 3 unconnected molecules or ions with the total composition C34H52F16NO5. The level of theory is wB97M-V/def2-TZVPD.

## Properties
Gap between HOMO and LUMO: 7.085 eV
HOMO energy: -11.546 eV
E_tot: -91292.17826 eV
Net charge: +1

Cartesian coordinates (Å):
C -3.247 3.361 3.818
C -4.016 4.709 3.339
C -3.528 5.227 1.876
C -4.692 5.187 0.761
C -4.573 3.908 -0.253
C -4.195 2.639 0.653
C -4.370 1.221 -0.090
C -5.480 0.287 0.520
C -5.737 -1.125 -0.112
C -4.823 -1.530 -1.298
C -5.007 -2.979 -2.000
C -4.559 -4.059 -0.858
C -2.948 -4.133 -0.726
C -2.437 -4.563 0.747
C -1.075 -3.771 1.178
C 0.214 -4.727 1.218
C 1.467 -4.127 2.026
C 2.021 -2.733 1.449
C 2.861 -1.874 2.550
O 4.289 -2.074 2.399
C 5.047 -0.871 2.667
C -3.765 -0.519 -1.786
N -3.552 0.807 -1.231
O -2.621 1.683 -1.637
C -2.669 1.973 -3.063
C -2.768 3.553 -3.423
C -4.285 3.928 -3.862
O -1.951 3.740 -4.627
H -2.182 3.319 3.369
H -3.793 2.397 3.513
H -3.138 3.323 4.964
H -5.143 4.530 3.394
H -3.775 5.511 4.133
H -2.557 4.706 1.553
H -3.247 6.338 2.019
H -5.737 5.249 1.214
H -4.555 6.136 0.120
H -5.556 3.799 -0.820
H -3.666 4.136 -0.907
H -4.878 2.668 1.573
H -3.107 2.647 1.039
H -6.119 0.592 1.414
H -6.561 -1.831 0.274
H -4.247 -3.116 -2.857
H -6.087 -3.155 -2.345
H -4.953 -5.073 -1.200
H -5.034 -3.761 0.143
H -2.506 -3.129 -1.067
H -2.592 -4.961 -1.445
H -3.265 -4.389 1.537
H -2.177 -5.684 0.801
H -1.246 -3.389 2.251
H -0.889 -2.839 0.530
H -0.102 -5.688 1.764
H 0.521 -5.061 0.154
H 1.278 -4.012 3.154
H 2.326 -4.898 1.929
H 1.214 -2.057 0.993
H 2.776 -2.992 0.621
H 2.513 -0.793 2.432
H 2.587 -2.228 3.612
H 5.834 -1.005 3.501
H 5.657 -0.634 1.710
H 4.421 0.036 2.960
H -3.090 -0.810 -2.669
H -3.510 1.469 -3.642
H -1.647 1.641 -3.494
H -2.347 4.232 -2.608
H -4.955 3.010 -4.009
H -4.331 4.517 -4.847
H -4.773 4.531 -3.001
H -1.982 4.695 -4.870
C 0.883 2.459 0.159
C 0.533 3.905 -0.254
C 0.315 4.169 -1.748
F 1.377 3.855 -2.506
F 0.077 5.489 -1.964
F 1.468 4.737 0.259
F -0.638 4.221 0.384
O 2.268 2.118 0.330
C 3.016 1.793 -0.824
C 4.087 2.840 -1.172
F 3.572 4.087 -1.252
F 4.651 2.572 -2.372
F 2.165 1.548 -1.842
F 3.617 0.616 -0.555
H 0.463 2.329 1.161
H 0.363 1.719 -0.456
H -0.548 3.612 -2.120
H 4.868 2.855 -0.411
C 6.917 -2.226 0.197
C 5.655 -2.983 -0.272
C 5.268 -4.224 0.539
F 6.234 -5.158 0.579
F 4.183 -4.828 -0.017
F 5.785 -3.272 -1.589
F 4.612 -2.104 -0.188
O 8.165 -2.529 -0.449
C 8.871 -3.671 -0.004
C 8.908 -4.802 -1.046
F 7.674 -5.123 -1.493
F 9.436 -5.930 -0.515
F 8.369 -4.062 1.184
F 10.133 -3.262 0.245
H 6.744 -1.175 -0.057
H 7.017 -2.233 1.286
H 5.007 -3.954 1.566
H 9.504 -4.507 -1.910

# 5
This record from the Open Molecules 2025 dataset describes C4H6N2OS in the gas phase. The level of theory is wB97M-V/def2-TZVPD.

## Properties
SMILES: Cn1ccc(=S)n1O
ΔE to the lowest compared entry with this formula, charge and spin: 437.2 kJ/mol
Gap between HOMO and LUMO: 8.154 eV
HOMO energy: -7.847 eV
E_tot: -20104.80984 eV
Net charge: 0

Cartesian coordinates (Å):
C 1.255 -0.133 1.493
C -0.952 -0.772 0.570
C -1.754 -0.349 -0.407
C -0.918 0.400 -1.343
H 1.067 -1.035 2.113
H 2.341 -0.275 1.124
H 1.098 0.866 1.981
H -1.220 -1.392 1.442
H -2.809 -0.401 -0.445
H 1.079 1.126 -2.163
N 0.365 -0.332 0.406
N 0.311 0.500 -0.668
O 1.408 0.590 -1.323
S -1.270 1.206 -2.779

# 6
This record from the Open Molecules 2025 dataset describes a molecular structure, C23H22IrN5OS. The level of theory is wB97M-V/def2-TZVPD.

## Properties
2S+1: 2
Gap between HOMO and LUMO (alpha / beta): 6.757 / 7.067 eV
<S²>: 0.7533
HOMO energy (alpha / beta): -9.731 / -10.036 eV
E_tot: -47370.83656 eV
Net charge: +1

Cartesian coordinates (Å):
Ir -1.201 0.833 -0.094
C -0.157 -1.823 1.109
N -0.481 -1.348 -0.251
C -1.693 -1.985 -0.804
C -2.961 -1.439 -0.204
C -3.991 -2.241 0.243
C -5.165 -1.649 0.689
C -5.274 -0.272 0.655
C -4.193 0.474 0.217
N -3.051 -0.091 -0.184
C 0.660 -1.431 -1.191
C 1.561 -0.185 -1.159
C 3.075 -0.370 -0.922
C 3.286 2.257 -0.706
C 2.502 3.127 -1.358
C 1.117 2.941 -1.753
N 0.603 1.862 -2.239
C -0.251 -0.763 2.180
C 0.459 -0.881 3.362
C 0.281 0.069 4.350
C -0.615 1.106 4.139
C -1.271 1.169 2.928
N -1.090 0.257 1.963
H 0.843 -2.256 1.131
H -0.856 -2.626 1.372
H -1.667 -3.076 -0.714
H -1.718 -1.732 -1.865
H -3.879 -3.316 0.229
H -5.983 -2.259 1.048
H -6.176 0.232 0.973
H -4.221 1.554 0.180
H 0.273 -1.572 -2.199
H 1.262 -2.313 -0.947
H 3.241 -1.187 -0.220
H 4.280 2.620 -0.466
H 2.886 4.124 -1.539
H 0.437 3.782 -1.671
H 1.147 -1.706 3.497
H 0.837 0.005 5.276
H -0.789 1.865 4.887
H -1.961 1.969 2.698
O 0.617 1.581 0.337
N 1.553 0.554 0.126
C 2.967 0.944 -0.057
C 3.934 -0.554 -2.131
C 3.510 -0.158 -3.330
C 2.304 0.671 -3.400
C 1.458 0.718 -2.376
S -1.143 1.626 -2.231
H 3.524 0.921 0.882
H 4.877 -1.074 -2.019
H 4.095 -0.328 -4.223
H 2.198 1.376 -4.216

# 7
This record from the Open Molecules 2025 dataset describes a molecular structure, C6H18NO2P2Sn. The level of theory is wB97M-V/def2-TZVPD.

## Properties
ΔE to the lowest compared entry with this formula, charge and spin: 0.0 kJ/mol
Gap between HOMO and LUMO: 6.144 eV
HOMO energy: -11.638 eV
E_tot: -36497.31275 eV
Net charge: +1

Cartesian coordinates (Å):
C -0.988 1.113 -3.173
C -0.748 1.310 -1.692
P -0.970 -0.383 -1.017
C 0.599 -1.264 -1.573
C 0.462 -2.717 -1.141
P -0.846 -0.250 1.410
O 0.817 -0.084 1.129
C 1.489 0.094 2.363
C 0.501 0.838 3.225
N 0.333 2.253 2.898
O -0.673 0.114 3.005
H -0.314 0.312 -3.564
H -2.050 0.910 -3.348
H -0.749 1.949 -3.817
H -1.445 2.037 -1.302
H 0.232 1.657 -1.402
H 0.847 -1.284 -2.663
H 1.468 -0.790 -1.148
H -0.097 -3.309 -1.858
H 1.438 -3.151 -1.012
H -0.063 -2.789 -0.202
H -0.737 -1.663 1.460
H -2.276 -0.413 1.436
H -1.107 1.105 0.993
H 2.449 0.571 2.237
H 1.682 -0.867 2.837
H 0.773 0.839 4.269
H 0.211 2.375 1.902
H 1.192 2.734 3.127
Sn -1.431 -1.244 -3.379

So what do the calculations give for maximum force? Going down the list: 2.5, 1.5, 3.9, 6.5, 5.8, 0.7, 2.5 eV/Å.